# 1
{"formula": "C37H52N3OP2SW", "method": "the ωB97M-V functional and the def2-TZVPD basis", "s2": 2.020, "charge": 3, "largest_force_ev_per_a": 0.535, "e_above_lowest_kj_mol": 60.1, "spin_multiplicity": 3, "e_homo_ev": [-15.277, -15.660], "elements": ["H", "C", "C", "C", "C", "C", "H", "C", "C", "H", "H", "H", "C", "H", "H", "N", "S", "H", "C", "H", "N", "C", "H", "C", "W", "C", "H", "H", "C", "C", "P", "C", "H", "C", "H", "H", "C", "H", "H", "C", "H", "H", "C", "H", "H", "H", "C", "C", "C", "H", "C", "H", "H", "H", "C", "H", "H", "C", "H", "H", "C", "C", "H", "C", "O", "H", "H", "H", "H", "H", "H", "C", "H", "C", "H", "N", "H", "H", "H", "C", "C", "H", "H", "C", "H", "H", "H", "P", "C", "H", "H", "C", "H", "H", "C", "H", "C"], "positions_angstrom": [[5.14836, -0.97656, 0.54767], [4.34918, -1.24363, -0.14308], [3.81062, -1.07457, -3.75966], [-3.04420, -0.91637, 1.64454], [-3.08282, -2.83400, -2.47341], [3.62280, 0.03294, -0.56684], [-3.73888, 4.54951, 1.82065], [-4.69871, 3.50265, 0.16301], [1.20263, 2.90875, -4.02882], [-2.76085, -5.96627, -1.19566], [0.26107, -3.41070, 3.37981], [-4.09007, -0.62816, 1.76285], [0.62300, 3.40413, -1.73044], [4.81095, -1.75044, -0.98834], [2.13954, 3.89568, 0.42521], [0.87246, 1.54380, -0.08864], [-2.44696, 2.56845, -0.96206], [-1.41317, 3.33998, 1.04816], [2.44736, -2.92324, -2.72207], [-5.67710, 3.27305, 0.58204], [-0.10690, -2.29802, -0.43726], [1.03323, 2.11390, -1.35654], [3.84124, -1.58560, -4.72178], [1.55286, 1.23200, -2.33748], [-0.12722, -0.10200, -0.61479], [-3.62111, 3.64039, 1.23324], [1.62367, -2.49140, 0.63965], [1.45333, -3.25126, -2.41909], [-2.16279, 0.13611, 2.31789], [1.72151, 4.02561, 2.52019], [-0.36289, -0.02132, 1.90240], [4.59011, 1.04306, -1.18898], [1.20370, 3.89196, 4.59923], [2.49753, -1.43062, -3.05128], [-1.14896, -2.46455, 3.81013], [0.25356, 4.09485, -0.98527], [0.50515, 2.19855, 3.49539], [5.16354, 0.60500, -2.00309], [-2.93589, -1.89617, 2.10504], [-2.29092, 3.66216, 0.48611], [1.98422, 0.96776, -4.44012], [1.27036, 3.23524, -5.05687], [0.46737, -1.31509, 2.93674], [-3.55234, 0.47239, 3.91391], [3.70300, -1.95493, 0.37291], [4.08307, 1.93378, -1.56081], [1.60003, 1.63448, -3.68119], [1.13985, 3.42176, 3.62874], [0.97994, 2.21743, 1.12836], [-2.28540, -0.26775, -2.34635], [0.73775, 3.79312, -3.04941], [0.05579, -0.54746, 4.94256], [1.66790, -1.21113, -3.73804], [2.24550, 4.96491, 2.63222], [0.41115, 1.58116, 2.24566], [3.16073, -3.19408, -1.94362], [-0.59802, -6.11502, 0.13492], [-0.37523, -2.58864, 3.05303], [0.45492, 4.79729, -3.33557], [1.38579, -1.53719, 2.38126], [0.90459, -0.84661, 4.32809], [0.65557, -4.40682, 0.43202], [-2.31633, -0.69819, 4.32992], [1.65443, 3.43063, 1.27176], [-1.86833, 1.17536, -0.58047], [2.71783, -3.48514, -3.61608], [-4.71302, 2.36047, -1.72971], [5.29929, 1.36086, -0.42502], [-2.09024, 4.64943, 0.06532], [-3.66473, 2.79635, 1.92423], [-1.93956, 1.03291, 4.31113], [-2.49124, 0.24163, 3.80702], [1.42398, -4.92602, 0.98495], [-1.15995, -2.96554, -1.02167], [-0.85988, -2.88617, 2.12295], [-1.50877, -0.90891, -2.22289], [-2.38078, 1.10268, 1.85545], [4.66867, -1.41847, -3.18475], [3.17584, 0.49141, 0.32330], [0.77803, -3.02639, 0.22806], [-1.98558, -2.24910, -1.90649], [-4.79882, 4.42835, -0.40603], [1.38692, -1.68459, 4.83148], [-1.40419, -4.33591, -0.79948], [1.62207, -0.03049, 4.28605], [-4.36210, 1.38885, -0.27440], [0.09981, 1.72503, 4.37757], [2.13946, -0.32818, -1.61880], [-4.24525, 2.36651, -0.74731], [3.93091, -0.00793, -3.94216], [-1.01928, -0.94428, -3.11823], [-2.55533, -4.92067, -1.38082], [-4.26191, -4.63039, -2.61769], [-2.84454, -1.01172, 0.57465], [-0.45226, -5.05773, -0.04267], [-3.70438, -2.28748, -3.17087], [-3.38536, -4.17947, -2.17540]], "forces_ev_per_angstrom": [[0.011, 0.007, 0.013], [-0.024, -0.044, 0.015], [0.002, 0.026, 0.019], [0.035, -0.025, -0.048], [0.155, 0.049, 0.063], [-0.045, 0.099, 0.036], [0.004, 0.004, 0.003], [0.005, 0.024, -0.016], [0.031, -0.089, -0.016], [-0.008, -0.028, -0.003], [0.009, -0.017, 0.016], [-0.013, 0.005, -0.007], [0.052, -0.074, -0.055], [0.015, -0.013, -0.021], [0.006, 0.005, -0.037], [0.250, 0.048, 0.065], [-0.017, 0.056, 0.005], [0.006, -0.012, 0.016], [-0.018, -0.026, 0.042], [-0.009, 0.006, 0.003], [0.025, -0.198, 0.057], [-0.038, 0.041, -0.144], [-0.004, -0.013, -0.010], [-0.101, -0.033, 0.151], [-0.034, 0.391, -0.363], [-0.010, -0.023, 0.025], [-0.031, -0.032, -0.057], [-0.013, -0.001, 0.021], [0.020, 0.061, 0.016], [-0.020, -0.014, 0.043], [-0.083, -0.020, 0.133], [-0.064, 0.006, -0.047], [-0.002, 0.011, 0.024], [-0.044, 0.066, -0.078], [-0.007, -0.004, -0.013], [0.004, 0.018, 0.021], [-0.040, 0.008, -0.003], [0.005, 0.000, -0.021], [0.032, -0.039, 0.022], [-0.009, -0.032, -0.007], [0.013, -0.013, -0.026], [0.006, -0.002, -0.022], [0.068, 0.024, -0.006], [-0.009, -0.007, -0.002], [-0.024, -0.028, 0.000], [0.000, 0.013, -0.001], [-0.069, 0.066, 0.013], [0.010, 0.009, 0.015], [-0.045, 0.008, 0.309], [-0.092, 0.060, 0.033], [-0.008, -0.024, 0.074], [-0.006, 0.005, 0.007], [0.024, 0.007, 0.048], [0.010, 0.019, 0.007], [0.114, 0.104, -0.144], [0.005, -0.009, 0.013], [0.000, -0.039, 0.005], [-0.140, 0.027, -0.006], [-0.008, 0.020, 0.002], [-0.062, 0.067, 0.013], [-0.011, 0.034, -0.021], [-0.063, 0.046, -0.117], [0.007, 0.033, 0.005], [-0.079, -0.148, 0.011], [-0.108, -0.159, 0.095], [0.002, -0.012, -0.003], [0.009, -0.008, -0.008], [0.011, -0.003, 0.023], [0.013, 0.011, -0.037], [0.005, -0.003, 0.004], [0.013, -0.004, -0.007], [0.075, -0.011, 0.061], [0.029, -0.019, 0.015], [-0.126, -0.027, -0.069], [-0.020, 0.022, 0.074], [0.123, -0.104, -0.021], [0.025, -0.033, -0.015], [0.027, -0.002, 0.012], [0.010, -0.037, -0.077], [0.014, 0.013, -0.037], [0.019, -0.171, 0.053], [0.000, 0.013, 0.007], [0.008, -0.025, 0.006], [0.055, 0.101, -0.021], [0.005, -0.017, 0.006], [0.038, -0.010, 0.002], [-0.036, 0.024, -0.024], [0.122, -0.139, -0.031], [0.038, -0.022, -0.026], [0.003, 0.008, -0.006], [-0.018, 0.031, -0.050], [-0.020, 0.039, -0.007], [-0.015, -0.020, -0.006], [-0.001, -0.007, 0.002], [0.037, 0.120, 0.005], [-0.023, 0.035, -0.022], [0.013, -0.049, 0.029]], "mulliken_spin": [0.0007, 0.0022, -0.0015, 0.0756, 0.0058, 0.0182, 0.0002, 0.0003, 0.0343, 0.0001, 0.0004, -0.0005, 0.0369, -0.0005, 0.0018, 0.0412, 0.0017, 0.0025, -0.0005, -0.0001, -0.0018, 0.0365, -0.0006, -0.0054, 1.3710, 0.0003, -0.0102, 0.0013, -0.0160, -0.0048, 0.1252, 0.0022, -0.0002, -0.0030, 0.0004, 0.0026, 0.0027, -0.0004, 0.0024, 0.0020, 0.0013, 0.0006, 0.0200, 0.0003, 0.0014, 0.0000, -0.0034, 0.0066, 0.0657, 0.0142, -0.0112, 0.0001, 0.0123, -0.0004, -0.0365, -0.0008, -0.0005, 0.0174, -0.0001, 0.0030, 0.0017, -0.0060, -0.0002, 0.0092, 0.0951, -0.0002, -0.0001, 0.0004, -0.0003, -0.0003, 0.0007, -0.0023, 0.0007, 0.0047, -0.0004, 0.0086, -0.0119, 0.0004, 0.0165, 0.0704, 0.0299, 0.0000, 0.0000, 0.0056, 0.0001, -0.0004, 0.0017, -0.0339, 0.0032, -0.0005, 0.0041, 0.0086, 0.0000, -0.0336, 0.0217, 0.0005, -0.0070]}



# 2
{"formula": "C37H52N7O10S2Sr", "method": "the ωB97M-V functional and the def2-TZVPD basis", "charge": -1, "largest_force_ev_per_a": 3.826, "spin_multiplicity": 1, "e_homo_ev": -4.757, "elements": ["H", "C", "H", "H", "H", "C", "C", "C", "H", "H", "N", "S", "C", "C", "C", "N", "C", "H", "C", "H", "H", "H", "H", "C", "C", "O", "H", "H", "H", "H", "C", "C", "H", "H", "Sr", "O", "H", "H", "C", "C", "C", "H", "O", "H", "C", "N", "H", "H", "C", "O", "H", "C", "H", "O", "H", "C", "O", "H", "C", "H", "H", "H", "H", "H", "H", "O", "O", "O", "H", "C", "H", "C", "O", "S", "N", "N", "H", "H", "N", "H", "H", "H", "C", "C", "C", "H", "H", "C", "H", "H", "C", "H", "H", "C", "H", "C", "H", "H", "C", "H", "H", "C", "C", "H", "C", "N", "C", "C", "C"], "positions_angstrom": [[1.66910, -0.78020, -1.25570], [-5.08300, -1.29870, -4.31340], [-2.12390, -0.07140, -5.41140], [5.31500, -0.74120, -1.87260], [5.78420, 0.15790, -0.42980], [-5.65350, 3.05450, -1.19970], [-4.28350, 3.38620, -1.73560], [1.60560, -0.06570, 4.22650], [2.86380, 3.08850, -3.40300], [0.00050, 3.72310, 1.32770], [0.28670, 1.71070, 1.80740], [-5.51400, 1.47630, -0.28590], [2.69250, -1.14220, -1.24160], [3.52040, 1.18160, -1.74680], [0.31800, 2.78880, -0.51150], [1.13920, 1.88880, -1.30230], [-3.14070, -0.80300, 2.30690], [1.67050, 3.14380, 1.15000], [-3.66240, -3.78660, 4.50100], [2.37220, 1.31010, 5.67920], [4.95370, -0.20870, 1.54050], [1.96470, 4.18730, -2.35960], [-0.57470, 1.27730, 1.42770], [-5.18130, -1.65620, 3.51580], [-0.95580, 1.15810, -2.52040], [-0.66000, -0.83240, -1.74530], [-0.47280, -0.01540, 3.71150], [0.99620, 3.10410, 4.85290], [0.57870, 4.09110, 3.46810], [3.29180, 0.78580, -2.73630], [3.62260, -0.02230, -0.76400], [0.07700, 1.98280, 3.27290], [-1.60690, 3.28370, 2.81690], [-0.36780, -0.62410, -3.79100], [-1.70890, -1.10080, 0.22180], [-1.88350, -0.69830, 2.37820], [-1.59920, 2.68020, 4.47060], [3.28670, -1.91700, 1.96900], [-1.08420, -0.34660, -3.00480], [2.73990, 0.78100, 4.80290], [5.06340, -0.55320, -0.83080], [2.74440, -1.99220, -0.56240], [0.43800, -0.80540, 0.83780], [1.40390, -0.82390, 5.01250], [-3.44600, -1.24270, -2.48420], [1.90150, -0.75440, 2.96880], [-5.47350, -1.91290, -2.31260], [0.43330, 2.61670, -3.17940], [-4.12980, -0.76990, -5.19840], [-1.87650, 1.97690, -2.64610], [-2.04660, 1.61230, 3.14540], [-2.47850, -0.72580, -3.41890], [-4.22380, 4.38920, -2.15130], [-3.60810, -0.07600, -7.29270], [4.50050, 1.66560, -1.80280], [-4.74530, -1.52830, -3.01360], [-3.20200, -1.45300, -1.26040], [0.36390, 3.82330, -0.90320], [3.93130, 0.09880, 1.76790], [3.69870, 3.98400, -2.13490], [4.00280, 1.01500, 2.36870], [-0.05340, 0.93980, 5.11780], [-3.90130, 2.65720, -2.44990], [-2.08380, -2.98420, 3.27850], [-5.98890, 3.82160, -0.49720], [-0.43000, -2.80120, 1.14580], [-5.62350, -0.74050, -6.90110], [-5.96700, -0.67660, 3.03680], [-3.08590, -4.63060, 4.85230], [-5.71890, -2.54680, 4.44420], [2.24250, 0.11240, 0.67150], [3.28400, -1.02610, 2.60210], [-0.92770, 0.37480, -1.03020], [-3.16800, 3.28470, -0.31070], [-4.46850, -0.51610, -6.52790], [-3.18520, 1.00450, 0.99070], [3.56500, 0.14780, 5.12300], [5.15600, -1.49520, -0.29250], [3.20250, 0.43890, 0.56550], [3.91680, -1.25200, 3.47600], [3.12230, 1.50330, 4.09450], [-6.07160, -1.52090, -4.69010], [1.05090, -1.92990, 2.81110], [-3.10110, -2.87800, 3.62650], [-3.83740, -1.80550, 3.13860], [2.96670, -1.48580, -2.23710], [-5.44750, -0.20120, 2.33790], [2.77800, 3.46640, -2.38800], [-0.71290, 2.45770, -0.62310], [-6.39070, 2.92250, -1.98860], [-4.96710, -3.59780, 4.93200], [1.98920, 3.03760, 3.40190], [-5.40270, -4.28760, 5.64250], [0.97260, 3.12270, 3.76670], [-6.73910, -2.38890, 4.76050], [0.51450, 1.67890, -2.60450], [1.59680, -2.87710, 2.88090], [2.81830, 2.65050, -0.39860], [2.53240, 2.30990, -1.39570], [1.12480, 0.97300, -3.16610], [0.96920, 0.93540, 1.66550], [-2.83940, -0.49480, -4.72080], [0.25750, 0.69420, 4.10060], [0.27540, -1.95550, 3.57620], [-1.38240, 2.41940, 3.43750], [-3.89630, -0.01630, 1.57380], [0.62210, 2.89550, 0.98370], [-3.83800, 1.76710, 0.21730], [0.29820, -1.86380, 1.47560]], "forces_ev_per_angstrom": [[-0.139, -0.086, -0.060], [0.044, 0.070, -0.358], [0.082, -0.011, -0.065], [0.014, 0.001, -0.093], [0.088, 0.088, 0.015], [-0.084, -0.192, 0.350], [0.335, -0.056, 0.076], [-0.185, 0.275, 0.366], [-0.020, 0.022, -0.184], [0.084, -0.051, 0.148], [-0.026, -0.681, -0.577], [0.158, 0.139, -0.099], [0.008, 0.231, 0.106], [-0.227, -0.039, 0.359], [0.082, -0.304, 0.010], [0.168, 0.011, 0.158], [-0.554, 0.707, 1.358], [-0.113, -0.046, 0.154], [0.202, -0.138, 0.067], [-0.013, 0.056, 0.071], [-0.009, 0.086, 0.038], [-0.057, 0.145, -0.030], [0.071, 0.163, 0.250], [0.028, 0.006, -0.070], [0.398, -0.185, -0.741], [1.435, -0.597, -1.606], [-0.083, 0.014, 0.120], [-0.010, -0.047, 0.068], [-0.002, 0.085, -0.076], [0.071, 0.059, -0.207], [0.176, 0.064, -0.559], [-0.164, 0.235, 0.876], [-0.037, 0.150, -0.096], [-0.033, 0.022, 0.206], [-2.838, -2.490, 0.620], [-0.044, 0.227, 2.510], [0.152, 0.054, 0.120], [-0.033, 0.001, 0.057], [-0.396, 0.754, -0.434], [-0.062, -0.284, -0.169], [-0.365, 0.174, 0.185], [-0.026, -0.121, 0.084], [1.723, 0.694, -0.165], [-0.005, 0.112, -0.163], [-0.425, 0.011, -0.776], [0.159, -0.194, 0.357], [-0.019, -0.051, 0.033], [0.051, -0.111, 0.019], [0.374, -0.211, 1.430], [-0.033, 0.158, -0.300], [-0.085, -0.069, -0.051], [-0.056, -0.175, 0.347], [-0.006, 0.079, 0.006], [-0.110, -0.050, 0.075], [0.044, 0.006, -0.087], [0.069, 0.054, 0.166], [-1.868, -0.516, -1.643], [-0.122, -0.032, 0.097], [0.044, -0.011, 0.378], [0.174, 0.081, -0.015], [0.167, -0.208, 0.120], [-0.098, 0.105, 0.039], [-0.108, 0.049, -0.107], [0.117, -0.020, 0.012], [-0.063, -0.015, -0.148], [0.243, -1.768, 0.207], [0.198, 0.041, 0.021], [-0.096, -0.100, 0.137], [0.035, -0.036, 0.036], [-0.122, 0.059, 0.021], [0.093, 0.066, -0.008], [0.338, 0.305, -0.157], [0.870, 2.752, -1.768], [-0.125, 0.200, -0.005], [-0.292, 0.213, -1.147], [0.688, 0.627, 0.069], [0.076, 0.012, 0.003], [0.064, -0.101, 0.079], [-0.281, -0.298, 0.136], [-0.016, -0.021, -0.071], [0.095, 0.135, -0.011], [-0.010, 0.017, 0.044], [-0.244, 0.190, -0.419], [-0.069, -0.046, 0.003], [-0.085, -0.067, -0.035], [0.062, -0.009, -0.163], [0.082, -0.027, -0.015], [-0.126, -0.162, 0.305], [0.056, 0.310, 0.001], [-0.019, -0.050, -0.060], [-0.081, 0.031, -0.057], [0.180, 0.050, 0.004], [-0.068, -0.015, 0.029], [0.011, -0.071, -0.207], [-0.111, -0.019, 0.022], [-0.283, 0.031, 0.140], [0.058, 0.073, 0.011], [-0.006, -0.043, -0.084], [0.478, 0.116, -0.247], [0.089, -0.042, -0.057], [-0.234, 0.202, 0.166], [-0.195, -0.005, -0.257], [0.255, -0.363, -0.118], [-0.029, -0.021, 0.057], [0.010, -0.194, -0.093], [-0.859, -0.163, -0.072], [0.153, 0.502, -0.638], [-0.689, 0.014, 0.038], [1.905, -0.530, 1.584]], "lowdin_charge": [0.0625, -0.0146, 0.1263, 0.0845, 0.0774, -0.5231, -0.4994, -0.3228, 0.0751, 0.1203, 0.1341, 0.9454, -0.0234, -0.0987, -0.1647, -0.1011, -0.5294, 0.1174, -0.1001, 0.0813, 0.0982, 0.0655, 0.1405, -0.2671, -0.4793, -0.2069, 0.0934, 0.0907, 0.0843, 0.1106, -0.5296, -0.4580, 0.0838, 0.1553, 1.7806, -0.2435, 0.0980, 0.1197, -0.1634, -0.0534, -0.0567, 0.0860, -0.1879, 0.1423, -0.3522, -0.1292, 0.1098, 0.1280, -0.1960, -0.0478, 0.0678, -0.0781, 0.0826, 0.0169, 0.1142, -0.0086, -0.2587, 0.1343, -0.1874, 0.0722, 0.0911, 0.1313, 0.0610, 0.1061, 0.0652, -0.0879, 0.0107, 0.0475, 0.0934, -0.0240, 0.0673, -0.1546, -0.3677, 0.9499, -0.3831, -0.1149, 0.0754, 0.0788, 0.0169, 0.1143, 0.0456, 0.1092, -0.0720, -0.0153, -0.0649, 0.0879, 0.0595, -0.0567, 0.0539, 0.0748, -0.1000, 0.0718, 0.0956, -0.0334, 0.1094, -0.0716, 0.1323, 0.1136, -0.3581, 0.1200, 0.1360, 0.0506, -0.0752, 0.1196, -0.0122, -0.0117, -0.0970, -0.8889, -0.7177]}